No. 1
C5H11N in the gas phase. Source: the OMol25 dataset; level of theory: ωB97M-V with the def2-TZVPD basis set.

```
17
Properties=species:S:1:pos:R:3:forces:R:3
C -1.834261 1.081514 -0.314834 0.0 0.0 0.0
H 0.212189 -1.850327 1.613703 -0.1 0.1 -0.2
N -0.048720 -0.636098 -0.194508 0.0 -0.1 -0.5
H 3.021988 0.649131 0.249893 0.0 0.0 0.0
H -1.699422 -0.801579 -1.318290 -0.3 0.0 0.1
C 2.076539 0.519956 -0.280294 0.1 0.0 0.0
H 1.251763 -2.271491 0.173382 0.2 0.1 0.1
C 0.983199 -0.047312 0.586971 0.0 0.2 0.0
H -2.051874 -0.960589 0.399730 0.1 0.1 0.1
H -2.914040 1.172394 -0.467969 0.1 0.1 0.0
C -1.457526 -0.394284 -0.330825 -0.3 0.0 0.0
H -1.583645 1.560777 0.637311 0.0 -0.1 -0.1
C 0.659753 -1.511471 0.674615 0.1 -0.3 0.0
H 0.752299 0.519793 1.494886 -0.2 -0.1 -0.2
H -1.330330 1.630854 -1.118253 0.0 -0.1 0.1
H 2.212382 -0.154192 -1.132443 0.1 0.2 0.2
H 1.749706 1.492928 -0.673069 0.2 -0.2 0.1
```
Positions in Å, forces in eV/Å.

highest occupied orbital energy: -8.4701 eV
ΔE to the lowest compared entry with this formula, charge and spin: 148.6 kJ/mol
max |F|: 0.45 eV/A
E_tot: -251.805930 hartree
2S+1: 1
LUMO level: 1.213 eV

Atom charges from the natural (NBO) analysis, given in e for atoms 1 to 4: C -0.614; H 0.177; N -0.438; H 0.203


No. 2
C5H11N in the gas phase in a non-equilibrium geometry. Source: the OMol25 dataset; level of theory: ωB97M-V with the def2-TZVPD basis set.

```
17
Properties=species:S:1:pos:R:3:forces:R:3
H 1.293365 1.371218 0.068987 2.5 -1.5 0.6
H -1.665521 0.095407 1.382647 -0.1 -0.2 0.6
H -1.337160 -1.238281 -1.420552 0.4 -0.1 1.8
H -0.635959 2.113017 0.346020 -0.4 -0.3 -0.3
H -2.134653 1.711372 -0.492499 -0.9 0.5 -0.5
C -1.202004 -1.291808 -0.279788 -2.5 -0.1 -2.8
C 1.977346 0.397530 0.160892 0.1 1.7 0.8
C 0.053325 -0.886691 0.289699 0.3 -0.6 1.3
H 1.699485 -1.369716 -0.740368 -0.9 0.7 -0.3
C -1.152239 1.366149 -0.294506 1.6 -0.2 0.0
H 3.085873 0.467811 -0.306707 -2.8 0.2 1.1
H 2.037657 0.121053 1.370020 0.0 0.6 -3.1
H -1.761437 -2.120182 0.152873 0.1 0.2 0.0
H 0.368396 -1.529164 1.180269 -0.3 1.3 -0.9
H -0.533426 1.254463 -1.212620 -0.7 0.2 0.4
C -1.203808 0.049975 0.422515 1.9 -1.1 -0.2
N 1.110768 -0.512148 -0.626875 1.8 -1.2 1.6
```
Positions in Å, forces in eV/Å.

highest occupied orbital energy: -9.1691 eV
ΔE to the lowest compared entry with this formula, charge and spin: 226.8 kJ/mol
max |F|: 3.80 eV/A
E_tot: -251.776157 hartree
2S+1: 1
LUMO level: 1.158 eV

Atom charges from the natural (NBO) analysis, given in e for atoms 1 to 4: H 0.208; H 0.210; H 0.218; H 0.205


No. 3
2 unconnected molecules or ions with the total composition C5H11N. Source: the OMol25 dataset; level of theory: ωB97M-V with the def2-TZVPD basis set.

```
17
Properties=species:S:1:pos:R:3:forces:R:3
C -1.468907 -0.364594 0.814120 -0.2 -0.2 0.1
H 1.284352 -2.091128 -0.905723 0.2 0.0 0.0
H -1.357087 -1.451653 0.716405 0.1 0.2 0.0
C 1.194885 -1.114918 -0.420600 0.3 -0.2 -0.1
H 2.003333 -0.474156 -0.788029 0.0 -0.1 0.0
C -0.274806 0.464267 0.634646 -0.3 0.3 -0.1
H -1.792665 -0.360392 -2.175864 -0.1 0.1 0.1
H -0.403881 0.830082 -2.253569 -0.1 -0.2 0.0
H 1.575091 1.532074 0.576035 -0.1 0.0 0.1
C -0.930664 0.069530 -1.673619 -0.4 0.3 -0.1
H -2.344359 -0.037904 1.378330 0.1 0.0 -0.2
H 0.178601 -0.769318 -1.110225 0.4 -0.2 0.3
C 0.728486 1.357827 1.249066 0.0 0.0 0.0
H 1.107847 0.922190 2.177972 -0.1 0.0 -0.2
N -1.133928 0.454539 -0.357601 0.3 0.0 0.1
H 1.366731 -1.289153 0.649786 -0.2 0.0 -0.2
H 0.266970 2.322707 1.488871 0.1 -0.1 0.0
```
Positions in Å, forces in eV/Å.

highest occupied orbital energy: -7.2325 eV
ΔE to the lowest compared entry with this formula, charge and spin: 526.4 kJ/mol
max |F|: 0.56 eV/A
E_tot: -251.662044 hartree
2S+1: 1
LUMO level: 0.929 eV

Atom charges from the natural (NBO) analysis, given in e for atoms 1 to 4: C -0.253; H 0.214; H 0.189; C -0.920


No. 4
C5H11N in the gas phase in a non-equilibrium geometry. Source: the OMol25 dataset; level of theory: ωB97M-V with the def2-TZVPD basis set.

```
17
Properties=species:S:1:pos:R:3:forces:R:3
H 2.491406 -1.466150 1.008530 -0.6 -0.6 -0.4
C 1.580607 -1.997591 0.614570 -0.6 0.9 1.4
C -1.984616 0.852685 -1.613508 0.2 1.1 1.5
N 0.675641 -1.137854 -0.143838 -1.0 1.8 2.0
H -2.322260 1.699693 0.275332 0.2 -0.1 0.3
C -0.067759 1.396384 -0.003547 -1.9 -0.3 1.8
H 1.107287 0.272575 1.416509 1.0 0.2 0.2
H -1.351039 0.678734 -2.529854 -0.7 -0.2 1.4
H -0.032678 2.126062 0.798662 0.4 0.3 0.3
H 1.051021 -2.458650 1.486002 0.2 0.7 -0.5
H 0.717103 1.677544 -0.660706 0.4 0.1 -1.2
H 1.148265 -0.676933 -0.898267 0.5 -0.3 -0.6
C 0.304278 0.038639 0.743794 -1.2 0.3 -0.9
H 1.781528 -2.824630 0.015067 1.0 -1.4 -1.1
H -0.509115 -0.159281 1.477571 0.1 -0.5 -0.9
H -3.022969 0.498542 -1.520551 0.3 0.5 -1.1
C -1.566698 1.480230 -0.465765 1.7 -2.7 -2.4
```
Positions in Å, forces in eV/Å.

highest occupied orbital energy: -9.0110 eV
ΔE to the lowest compared entry with this formula, charge and spin: 212.3 kJ/mol
max |F|: 3.98 eV/A
E_tot: -251.781653 hartree
2S+1: 1
LUMO level: 1.176 eV

Atom charges from the natural (NBO) analysis, given in e for atoms 1 to 4: H 0.164; C -0.416; C -0.394; N -0.610


No. 5
C5H11N in the gas phase. Source: the OMol25 dataset; level of theory: ωB97M-V with the def2-TZVPD basis set.

```
17
Properties=species:S:1:pos:R:3:forces:R:3
H 1.094304 0.732723 -1.840278 -0.1 -0.2 0.0
H 2.189450 0.468549 0.425731 -0.1 -0.1 0.1
N 0.065655 0.727560 0.568850 0.0 0.1 -0.2
H -0.429799 -0.068891 -2.267136 0.1 0.0 0.1
H -1.637469 -1.482987 -0.445727 0.1 0.0 0.1
H -1.014399 2.478845 0.210352 0.0 -0.1 0.2
C -0.663513 -1.620595 0.041866 0.0 0.0 0.0
H -0.838395 -1.744331 1.115587 0.1 0.0 -0.1
C -0.860049 1.719416 0.993416 -0.1 0.1 0.1
H -0.468488 2.231377 1.877428 0.0 -0.1 -0.1
H -0.227369 -2.545725 -0.353690 0.0 0.2 0.1
H 1.058387 -1.023612 -2.144549 -0.1 0.1 0.0
H 1.393916 -0.593153 1.690095 -0.2 0.1 -0.1
C 0.507958 -0.182510 -1.708611 0.0 0.0 0.0
C 0.215254 -0.410374 -0.235191 -0.1 -0.1 -0.2
H -1.845046 1.301965 1.254474 0.2 0.0 0.0
C 1.256120 0.022085 0.791862 0.2 -0.1 0.1
```
Positions in Å, forces in eV/Å.

highest occupied orbital energy: -7.8858 eV
ΔE to the lowest compared entry with this formula, charge and spin: 177.2 kJ/mol
max |F|: 0.27 eV/A
E_tot: -251.795021 hartree
2S+1: 1
LUMO level: 0.966 eV

Atom charges from the natural (NBO) analysis, given in e for atoms 1 to 4: H 0.215; H 0.170; N -0.468; H 0.205


No. 6
2 unconnected molecules or ions with the total composition C5H11N in a non-equilibrium geometry. Source: the OMol25 dataset; level of theory: ωB97M-V with the def2-TZVPD basis set.

```
17
Properties=species:S:1:pos:R:3:forces:R:3
H -3.368149 -2.186817 -1.412237 0.2 0.2 0.4
N 2.447765 3.133950 0.059536 -0.6 -0.4 1.7
H -1.939935 -0.804724 -0.253719 0.0 -0.2 0.6
C -1.134045 -1.517619 -0.021454 -0.4 0.9 -1.3
C 3.295227 2.420716 0.679529 0.1 0.6 -0.9
H 3.018421 1.507774 1.200552 0.0 -0.1 0.4
H 0.551382 3.483094 0.998014 0.6 -0.2 0.6
H 1.076594 1.739331 0.844252 -0.7 -0.4 0.1
H -0.922111 -3.708635 -0.304052 -0.4 -0.2 0.6
H 0.475968 2.883892 -0.515983 0.0 -1.1 -0.1
C -1.623963 -2.885328 -0.404400 0.2 0.5 -0.8
H -0.378385 -1.133815 -0.710033 0.6 -0.4 0.2
C -2.765128 -3.031402 -1.078763 -0.7 0.1 0.8
C 1.056605 2.718723 0.398060 0.4 1.7 -1.6
H 4.343535 2.695608 0.643332 0.1 -0.1 -0.2
H -3.341457 -3.942759 -1.123383 0.6 -0.6 -0.6
H -0.792325 -1.371988 1.000750 -0.1 -0.3 0.0
```
Positions in Å, forces in eV/Å.

highest occupied orbital energy: -9.5356 eV
ΔE to the lowest compared entry with this formula, charge and spin: 233.8 kJ/mol
max |F|: 2.41 eV/A
E_tot: -251.773493 hartree
2S+1: 1
LUMO level: 0.972 eV

Atom charges from the natural (NBO) analysis, given in e for atoms 1 to 4: H 0.183; N -0.369; H 0.209; C -0.656


No. 7
A molecular structure, C5H11N in a non-equilibrium geometry. Source: the OMol25 dataset; level of theory: ωB97M-V with the def2-TZVPD basis set.

```
17
Properties=species:S:1:pos:R:3:forces:R:3
H -0.736454 -1.238038 0.735575 -0.3 -2.1 0.7
H 2.242386 -0.774704 0.019651 -1.5 -0.6 1.4
C -0.804895 -0.212908 0.642277 -2.8 3.2 -0.4
C -0.674518 -0.475734 -1.825027 0.8 0.6 -1.9
H -1.528682 1.231836 -0.648288 0.3 -0.5 -0.9
H -1.123262 0.334573 1.560848 -1.2 -0.8 -0.9
H -1.027276 -0.457641 -2.917630 -0.1 0.6 1.8
H -2.538354 -0.151234 -0.892170 0.5 -0.2 1.0
H -0.478846 -1.524333 -1.680168 0.1 -0.5 0.4
C 1.093577 1.465918 1.150163 0.2 -4.2 -1.8
C 0.559464 0.246400 0.566778 1.5 2.9 0.1
H 1.987048 1.197956 1.735840 0.3 1.0 -0.9
C -1.475933 0.119614 -0.694612 -2.1 1.1 -0.3
H 1.043282 -0.611153 1.399348 2.4 -3.0 0.7
H 0.291601 0.039979 -1.788263 0.1 -0.3 -0.5
H 0.855868 2.456743 0.806135 -0.6 0.1 0.6
N 1.260933 -1.051961 0.375950 2.4 2.7 0.6
```
Positions in Å, forces in eV/Å.

highest occupied orbital energy: -8.1348 eV
ΔE to the lowest compared entry with this formula, charge and spin: 514.3 kJ/mol
max |F|: 4.59 eV/A
E_tot: -251.666650 hartree
2S+1: 1
LUMO level: 0.570 eV

Atom charges from the natural (NBO) analysis, given in e for atoms 1 to 4: H 0.236; H 0.360; C -0.489; C -0.617


What is the formula in the fifth record?
C5H11N